Record 1
# C4H9N4

A 2-piece molecular cluster, C4H9N4 overall at a distorted geometry (ωB97M-V with the def2-TZVPD basis set, the Open Molecules 2025 dataset).

Last column: natural (NBO) charge in e.
Cartesian coordinates (Å):
1 C 3.0288 0.1176 0.0381  0.2169
2 C -0.1959 0.1264 -1.2043  0.7841
3 C 1.2272 -1.3613 0.7251  -0.5637
4 C 1.9948 -0.7503 -0.4592  -0.1578
5 N 3.7552 0.6328 0.7595  -0.1799
6 N 0.9643 -0.1236 -1.2090  -0.2735
7 N -1.5253 0.3890 -1.3176  -0.7522
8 N -2.6041 1.1381 0.7888  -1.1141
9 H 0.7524 -0.4415 1.1294  0.2130
10 H 1.8796 -1.6790 1.4427  0.2470
11 H 0.5357 -2.1672 0.3501  0.2386
12 H 2.3881 -1.4825 -1.1996  0.2861
13 H -2.0059 1.4920 1.6107  0.4026
14 H -1.9443 0.3957 -2.2238  0.4457
15 H -1.9036 0.9219 -0.6806  0.4290
16 H -3.5192 0.7250 0.9769  0.4076
17 H -2.8278 2.0671 0.4728  0.3708

Output
E ... -10244.590 eV
Net charge ... +1
Kohn-Sham gap ... 0.3896 Ha
E_LUMO ... -4.54 eV
Energy above the lowest of the compared OMol25 structures with the same formula, charge and spin ... 78.6 kcal per mole

=====

Record 2
# C4H9N4

An isolated ion of composition C4H9N4 and charge +1 at a distorted geometry (ωB97M-V with the def2-TZVPD basis set, the Open Molecules 2025 dataset).

Last column: natural (NBO) charge in e.
Cartesian coordinates (Å):
1 H -3.6071 -0.1214 -1.1771  0.3612
2 N -3.0342 -0.6710 -0.5146  -0.3346
3 N -1.9172 -0.1092 -0.4672  -0.0045
4 N -0.9783 -0.9100 0.1568  -0.4590
5 C 0.3779 -0.3655 0.2767  0.5348
6 C 1.4603 -1.2828 0.1624  -0.3165
7 C 2.6421 -1.1271 -0.4285  -0.2125
8 N 0.4718 0.8915 0.4249  -0.4657
9 C -0.5841 1.9758 0.4906  -0.4278
10 H -1.2918 -1.9421 0.1895  0.4420
11 H 1.2126 -2.2941 0.5349  0.2519
12 H 3.2042 -1.9456 -0.6460  0.2225
13 H 2.9980 -0.2471 -1.0092  0.2179
14 H 1.3892 1.3647 0.6232  0.4482
15 H -0.1633 2.8791 1.1189  0.2448
16 H -0.6728 2.4322 -0.5611  0.2490
17 H -1.5074 1.4727 0.8259  0.2482

Output
E ... -10244.394 eV
SMILES string ... [H]/N=N/[NH+]=C(/C=C)NC
Net charge ... +1
Kohn-Sham gap ... 0.3437 Ha
E_LUMO ... -4.74 eV
Energy above the lowest of the compared OMol25 structures with the same formula, charge and spin ... 83.1 kcal per mole

=====

Record 3
# C4H9N4O3

A 2-piece molecular cluster, C4H9N4O3 overall at a distorted geometry (ωB97M-V with the def2-TZVPD basis set, the Open Molecules 2025 dataset).

Last column: natural (NBO) charge in e.
Cartesian coordinates (Å):
1 C -1.0130 0.1012 0.2550  0.3929
2 C -0.3956 2.0843 -1.1364  -0.4481
3 C 0.7596 1.7158 0.8701  -0.4311
4 C 0.9292 -2.4605 0.0310  0.1077
5 N 0.7078 -3.1595 -0.8822  0.2923
6 N -0.2178 1.1291 0.0084  -0.3287
7 N -1.9332 -0.3075 -0.6069  -0.7330
8 N 1.3965 -2.2344 1.3272  0.5126
9 O 2.3041 -2.9251 1.6177  -0.2628
10 O 0.4179 -3.6399 -1.9014  -0.2593
11 O 0.9153 -1.3380 1.9395  -0.3747
12 H 0.4964 1.8864 -1.9159  0.2543
13 H -1.4468 2.0009 -1.4745  0.2141
14 H -0.3643 3.1694 -0.9058  0.2519
15 H 0.7219 1.0541 1.7902  0.2357
16 H 1.8278 1.8519 0.4548  0.2394
17 H 0.6485 2.7098 1.1533  0.2304
18 H -0.9123 -0.5453 1.0517  0.2458
19 H -2.4256 -1.1929 -0.3156  0.4274
20 H -2.4162 0.1002 -1.3604  0.4332

Output
E ... -16382.173 eV
Net charge ... +1
Kohn-Sham gap ... 0.3597 Ha
E_LUMO ... -4.41 eV
Energy above the lowest of the compared OMol25 structures with the same formula, charge and spin ... 199.4 kcal per mole

=====

Record 4
# C4H9N4O3

An isolated ion of composition C4H9N4O3 and charge +1 at a distorted geometry (ωB97M-V with the def2-TZVPD basis set, the Open Molecules 2025 dataset).

Last column: natural (NBO) charge in e.
Cartesian coordinates (Å):
1 N 0.6121 1.7727 -1.8519  -0.7333
2 C 0.3426 1.4777 -0.6232  0.6953
3 N -0.7341 1.9240 0.0543  -0.7244
4 N 1.2951 0.8297 0.1356  -0.6584
5 C 1.2226 0.1006 1.4524  0.8056
6 O 2.1140 0.1706 2.2605  -0.5034
7 N -0.0274 -0.4628 1.6296  -0.6859
8 C -0.7305 -1.1491 0.6173  0.3310
9 O -1.9916 -0.5560 0.5024  -0.6919
10 C -0.1576 -2.1440 -0.0642  0.0408
11 O -0.9093 -2.7258 -1.1200  -0.7063
12 H 0.2540 2.4771 -2.4491  0.4436
13 H 1.4474 1.2969 -2.2276  0.4288
14 H -0.7894 1.6303 1.0029  0.4356
15 H -1.5683 2.1813 -0.4623  0.4284
16 H 2.2118 0.9402 -0.0330  0.4170
17 H -0.4338 -0.5915 2.6291  0.4488
18 H -2.5632 -1.1111 -0.0219  0.5077
19 H 0.8873 -2.5137 0.0334  0.2156
20 H -0.4817 -3.5470 -1.4644  0.5053

Output
E ... -16390.200 eV
SMILES string ... NC(=[NH2+])NC(=O)N/C(O)=C/O
Net charge ... +1
Kohn-Sham gap ... 0.3334 Ha
E_LUMO ... -3.25 eV
Energy above the lowest of the compared OMol25 structures with the same formula, charge and spin ... 14.3 kcal per mole

=====

Record 5
# C4H9N4OS

An isolated ion of composition C4H9N4OS and charge +1 at a distorted geometry (ωB97M-V with the def2-TZVPD basis set, the Open Molecules 2025 dataset).

Last column: natural (NBO) charge in e.
Cartesian coordinates (Å):
1 C -0.0189 -1.3423 -0.6934  0.2087
2 C 1.1806 -2.2181 -0.2295  -0.6421
3 C -1.0670 0.7589 -0.6595  -0.2716
4 C -1.8460 0.7550 0.6831  -0.0549
5 N 2.8000 2.4622 -0.1542  -0.3260
6 N 2.3964 1.3892 0.1322  0.3040
7 N 1.9295 0.2949 0.0872  -0.1638
8 N 0.0266 -0.1000 -0.5139  -0.3587
9 O -1.9105 -0.5025 1.2476  -0.7298
10 S 2.2505 -1.1982 0.7812  0.5937
11 H -0.7783 -1.8260 -1.1898  0.2012
12 H 0.7343 -2.9293 0.4940  0.2855
13 H 1.7258 -2.7875 -1.1682  0.2860
14 H -1.8158 0.3985 -1.3987  0.2018
15 H -0.8426 1.6933 -0.9915  0.2171
16 H -2.9883 0.9803 0.5661  0.1935
17 H -1.4198 1.4973 1.3945  0.1660
18 H 2.2885 3.2834 -0.1647  0.3993
19 H -2.6450 -0.6088 1.7774  0.4903

Output
E ... -23123.766 eV
Net charge ... +1
Kohn-Sham gap ... 0.3161 Ha
E_LUMO ... -4.47 eV
Energy above the lowest of the compared OMol25 structures with the same formula, charge and spin ... 158.5 kcal per mole

=====

Record 6
# C4H9NO

An isolated ion of composition C4H9NO and charge -1 at a distorted geometry (ωB97M-V with the def2-TZVPD basis set, the Open Molecules 2025 dataset).

Last column: natural (NBO) charge in e.
Cartesian coordinates (Å):
1 O 2.5117 -0.2731 -0.4462  -0.7805
2 C 1.8792 -1.0490 0.2741  0.0179
3 C 0.4123 -0.8876 0.7134  -0.5225
4 C -0.1609 0.2925 0.0888  -0.4080
5 C -1.7290 0.3467 0.0846  -0.2347
6 N -2.3057 1.3354 -0.7600  -0.8356
7 H 2.3354 -2.0015 0.4159  0.0455
8 H 0.0749 -1.8757 0.3578  0.2017
9 H 0.3871 -0.6782 1.8372  0.1476
10 H 0.2179 0.3625 -0.9852  0.2258
11 H 0.2512 1.2745 0.6027  0.1817
12 H -2.0418 -0.6798 -0.3342  0.1604
13 H -2.1086 0.3862 1.0612  0.1454
14 H -2.0956 2.3402 -0.4190  0.3293
15 H -3.3837 1.4932 -0.6125  0.3260

Output
E ... -7828.666 eV
Net charge ... -1
Kohn-Sham gap (spin up / spin down) ... 0.1006 / 0.2437 Ha
E_LUMO (spin up / spin down) ... 3.96 / 3.77 eV
Multiplicity ... 2
Energy above the lowest of the compared OMol25 structures with the same formula, charge and spin ... 29.5 kcal per mole

=====

Record 7
# C4H9NO

A 2-piece molecular cluster, C4H9NO overall at a distorted geometry (ωB97M-V with the def2-TZVPD basis set, the Open Molecules 2025 dataset).

Last column: natural (NBO) charge in e.
Cartesian coordinates (Å):
1 N -0.8599 1.0814 0.6817  -0.8895
2 C -0.0628 0.4856 -0.3971  -0.2755
3 C 1.0733 -0.3831 0.1260  -0.0550
4 C 1.6606 -1.1721 -0.8573  -0.3468
5 C 1.2995 -0.5522 1.5047  -0.4034
6 O -2.8301 0.7123 -1.1198  -1.3482
7 H -1.7395 1.3900 0.2207  0.4380
8 H 0.2644 1.3036 -1.0441  0.1896
9 H 2.3068 -0.8756 1.7531  0.1659
10 H 2.3638 -1.9585 -0.6139  0.1665
11 H -0.7430 -0.1184 -1.0100  0.2401
12 H 1.2244 -1.1666 -1.8462  0.1874
13 H -3.7308 0.6706 -0.7653  0.3982
14 H -1.1607 0.3074 1.2584  0.3281
15 H 0.9340 0.2757 2.1092  0.2046

Output
E ... -7828.950 eV
Net charge ... -1
Kohn-Sham gap (spin up / spin down) ... 0.2435 / 0.2041 Ha
E_LUMO (spin up / spin down) ... 3.85 / 2.78 eV
Multiplicity ... 2
Energy above the lowest of the compared OMol25 structures with the same formula, charge and spin ... 22.9 kcal per mole

=====

Record 8
# C4H9NO

A 2-piece molecular cluster, C4H9NO overall at a distorted geometry (ωB97M-V with the def2-TZVPD basis set, the Open Molecules 2025 dataset).

Last column: natural (NBO) charge in e.
Cartesian coordinates (Å):
1 C 0.4583 -1.1536 1.7707  -0.0875
2 N 0.5898 -2.2894 1.2146  -0.3897
3 C 0.9122 -2.2415 -0.2420  -0.4581
4 H -0.2927 -1.1532 2.5641  0.1766
5 H 0.9194 -0.2512 1.3592  0.1530
6 H 0.2538 -3.0222 -0.6189  0.2113
7 H 0.7463 -1.2759 -0.7196  0.1921
8 H 1.9522 -2.5719 -0.3325  0.2018
9 C -1.5380 2.2248 -0.1035  -0.7284
10 C -0.7160 1.7739 -1.2912  0.4459
11 O 0.4580 1.5365 -1.2033  -0.5206
12 H -2.3229 2.9422 -0.3409  0.2260
13 H -2.0095 1.3419 0.3409  0.2406
14 H -0.8925 2.7021 0.6349  0.2326
15 H -1.3094 1.5343 -2.1929  0.1045

Output
E ... -7829.511 eV
SMILES string ... C=NC.CC=O
Net charge ... 0
Kohn-Sham gap ... 0.3723 Ha
E_LUMO ... 0.88 eV
Energy above the lowest of the compared OMol25 structures with the same formula, charge and spin ... 64.8 kcal per mole

=====

Record 9
# C4H9NO

One molecule with the formula C4H9NO (ωB97M-V with the def2-TZVPD basis set, the Open Molecules 2025 dataset).

Last column: natural (NBO) charge in e.
Cartesian coordinates (Å):
1 C 2.2866 -0.2316 0.5634  -0.6395
2 C 1.2762 0.6557 -0.1837  -0.5003
3 C -0.1427 -0.0157 0.0060  0.6716
4 O -0.2153 -1.0365 0.6783  -0.6383
5 N -1.3239 0.4391 -0.5138  -0.6198
6 C -2.5163 -0.3438 -0.1789  -0.4111
7 H 1.6600 -1.0213 0.9830  0.2646
8 H 3.0351 -0.7027 -0.0806  0.2059
9 H 2.7886 0.2688 1.3956  0.2059
10 H 1.2911 1.6793 0.2142  0.2231
11 H 1.5482 0.7442 -1.2434  0.2229
12 H -1.4247 1.2741 -1.0682  0.3979
13 H -3.4076 0.1025 -0.6290  0.1979
14 H -2.4123 -1.3751 -0.5352  0.2099
15 H -2.6486 -0.4009 0.9082  0.2093

Output
E ... -7831.557 eV
SMILES string ... CCC(=O)NC
Net charge ... 0
Kohn-Sham gap ... 0.3926 Ha
E_LUMO ... 0.96 eV
Energy above the lowest of the compared OMol25 structures with the same formula, charge and spin ... 17.6 kcal per mole

=====

Record 10
# C4H9NO

C4H9NO as an isolated structure at a distorted geometry (ωB97M-V with the def2-TZVPD basis set, the Open Molecules 2025 dataset).

Last column: natural (NBO) charge in e.
Cartesian coordinates (Å):
1 C 1.4157 0.1013 1.4963  -0.6147
2 C 1.3675 0.2021 0.0062  -0.2425
3 C -0.9104 -0.5641 -0.5872  0.6710
4 C -2.2272 -0.1169 -1.0278  -0.6730
5 H 2.6647 -0.1794 2.0727  0.1880
6 H 1.0748 -0.7717 2.0651  0.2437
7 H 0.9799 0.9877 2.0034  0.2062
8 H 1.9779 0.9170 -0.5226  0.2105
9 H 1.8424 -0.8954 -0.5533  0.2064
10 H -0.1529 1.4846 -0.6916  0.3963
11 H -2.0679 0.5950 -1.6390  0.2054
12 H -2.5503 -0.8228 -1.5583  0.2254
13 H -2.8390 0.3713 -0.2276  0.2297
14 N 0.0219 0.4081 -0.5419  -0.6319
15 O -0.5973 -1.7168 -0.2944  -0.6205

Output
E ... -7828.711 eV
Net charge ... 0
Kohn-Sham gap ... 0.3813 Ha
E_LUMO ... 0.78 eV
Energy above the lowest of the compared OMol25 structures with the same formula, charge and spin ... 83.2 kcal per mole

=====

Record 11
# C4H9NO

One molecule with the formula C4H9NO at a distorted geometry (ωB97M-V with the def2-TZVPD basis set, the Open Molecules 2025 dataset).

Last column: natural (NBO) charge in e.
Cartesian coordinates (Å):
1 C -0.3432 -0.7684 1.0618  -0.2678
2 C -1.3136 0.3509 0.5803  -0.1023
3 O -1.0123 0.5971 -0.8043  -0.5422
4 C 0.4173 0.8910 -1.0117  -0.1083
5 C 1.3252 -0.2740 -0.4952  -0.2626
6 N 0.3206 -1.2774 -0.1419  -0.6096
7 H 0.3766 -0.3615 1.7828  0.1851
8 H -0.8616 -1.6026 1.5386  0.2022
9 H -2.3548 0.0073 0.6828  0.1948
10 H -1.2264 1.3023 1.1159  0.1723
11 H 0.5184 0.9675 -2.0973  0.2009
12 H 0.5950 1.8411 -0.5110  0.1787
13 H 1.9583 0.0108 0.3678  0.1868
14 H 2.0394 -0.6725 -1.2374  0.2013
15 H -0.4388 -1.0117 -0.8311  0.3707

Output
E ... -7829.851 eV
SMILES string ... C1COCCN1
Net charge ... 0
Kohn-Sham gap ... 0.3714 Ha
E_LUMO ... 1.12 eV
Energy above the lowest of the compared OMol25 structures with the same formula, charge and spin ... 56.9 kcal per mole

=====

Record 12
# C4H9NO

One molecule with the formula C4H9NO at a distorted geometry (ωB97M-V with the def2-TZVPD basis set, the Open Molecules 2025 dataset).

Last column: natural (NBO) charge in e.
Cartesian coordinates (Å):
1 C -1.4442 1.7180 -0.7637  -0.6626
2 C -0.6784 0.5116 -1.3310  -0.4843
3 C 0.0903 -0.1250 -0.0069  0.6716
4 O -0.1064 0.4735 1.0438  -0.6394
5 N 0.9204 -1.2137 0.1403  -0.6217
6 C 1.4343 -1.4816 1.4981  -0.4096
7 H -1.1334 1.6496 0.2900  0.2773
8 H -1.1337 2.6954 -1.1455  0.2057
9 H -2.5352 1.6365 -0.7999  0.2054
10 H -1.3689 -0.1988 -1.8097  0.2222
11 H 0.0250 0.8272 -2.1159  0.2221
12 H 1.2154 -1.8382 -0.5911  0.3969
13 H 2.1076 -2.3452 1.4866  0.1971
14 H 1.9842 -0.6210 1.8973  0.2109
15 H 0.6231 -1.6883 2.2077  0.2084

Output
E ... -7831.014 eV
SMILES string ... CCC(=O)NC
Net charge ... 0
Kohn-Sham gap ... 0.3898 Ha
E_LUMO ... 0.97 eV
Energy above the lowest of the compared OMol25 structures with the same formula, charge and spin ... 30.1 kcal per mole

=====

Look up the E of the seventh one.
-7828.950 eV